22
Properties=species:S:1:pos:R:3:forces:R:3:nbo_charge:R:1 method="wB97M-V/def2-TZVPD" mol_weight_g_mol=356.1 total_charge=+2 spin_multiplicity=2 de_lowest_ev=2.838 orbital_gap_ev="7.6 / 7.0"
H 3.370 -0.481 -1.550 0.0 0.0 0.4 0.252
C -2.825 -0.856 -0.471 -1.5 0.2 0.5 -0.106
C -0.833 -1.987 0.232 -0.8 6.7 1.6 1.105
H -3.201 -1.114 0.529 0.1 -0.1 -0.4 0.212
H -2.269 0.875 -1.602 0.0 0.0 0.2 0.171
C 1.552 -0.162 1.163 1.3 1.8 -0.4 0.891
Yb 0.244 1.920 0.020 1.0 2.1 -1.6 1.785
O 0.931 0.762 1.711 0.3 -2.3 0.6 -0.775
C 1.559 -1.641 -1.214 -0.5 -0.8 0.1 -0.102
O -1.642 -1.619 -0.765 2.9 -2.1 -0.1 -0.475
H 3.394 -1.532 -0.056 0.0 0.1 -0.5 0.238
O 0.708 -1.480 -0.082 -4.0 -1.9 1.2 -0.590
O -1.138 -1.769 1.410 1.8 -2.3 -2.7 -0.632
O 2.343 0.200 0.109 -1.0 0.3 0.9 -0.548
O -1.570 1.046 0.344 -0.4 -0.6 0.7 -1.108
H 1.732 -2.715 -1.322 0.4 0.3 -0.3 0.246
H 1.081 -1.257 -2.118 0.2 0.2 0.1 0.205
H -3.507 1.158 -0.369 0.2 -0.3 -0.1 0.225
H -3.565 -1.151 -1.224 0.2 0.0 0.2 0.253
C 2.796 -0.892 -0.715 0.4 -0.8 -0.3 -0.099
Li -1.279 0.082 1.943 -0.1 0.0 0.3 0.946
C -2.552 0.637 -0.561 -0.6 -0.3 -0.6 -0.094



18
Properties=species:S:1:pos:R:3:forces:R:3:nbo_charge:R:1 method="wB97M-V/def2-TZVPD" mol_weight_g_mol=131.1 de_lowest_ev=1.029 smiles="[H]/N=C(/N)CNCC(=O)O" orbital_gap_ev=10.2
O 1.647 1.013 -0.025 -1.6 -0.6 -0.8 -0.660
H -1.983 -1.515 2.256 0.2 0.1 -0.5 0.377
H -1.531 -1.530 -0.146 -0.9 -0.1 0.1 0.192
N -0.639 0.061 -1.059 -1.3 0.3 -2.0 -0.659
H 0.416 -1.682 -0.524 0.2 -0.2 0.1 0.227
H -1.056 0.347 -1.983 1.1 -0.6 1.3 0.388
N -1.293 -0.773 2.165 -0.5 0.7 0.7 -0.822
C -1.481 0.153 1.115 -0.8 -1.8 1.4 0.422
C 1.775 -0.046 -0.846 4.5 -0.1 -0.3 0.757
C -1.732 -0.454 -0.205 0.5 -0.6 -1.6 -0.303
H 0.661 1.157 -0.028 0.7 0.2 0.4 0.503
N -1.344 1.371 1.295 0.7 2.1 0.7 -0.686
H -2.737 -0.209 -0.667 1.1 -0.3 0.8 0.228
C 0.524 -0.834 -1.191 -0.3 1.4 -0.1 -0.344
H -1.223 -0.307 3.080 0.1 -0.1 -0.7 0.392
O 2.919 -0.329 -1.256 -3.3 0.1 0.8 -0.588
H 0.647 -1.164 -2.204 0.1 -0.4 -0.4 0.231
H -1.302 1.903 0.423 -0.4 -0.2 0.2 0.345



116
Properties=species:S:1:pos:R:3:forces:R:3:mulliken_charge:R:1 method="wB97M-V/def2-TZVPD" mol_weight_g_mol=1322.2 total_charge=+1 spin_multiplicity=2 de_lowest_ev=1.011 orbital_gap_ev="5.9 / 5.9"
H 0.229 4.771 0.065 -0.1 -0.3 0.0 0.817
C 2.517 4.476 -1.644 -0.2 -0.1 0.2 -0.184
C 2.437 -3.137 0.325 -0.1 0.0 0.1 0.337
Se 0.881 -0.236 -3.295 -0.1 0.3 0.3 0.059
H -5.228 0.569 1.035 0.0 0.1 0.0 0.626
H -0.595 1.185 6.996 0.0 -0.1 0.1 0.486
H -0.951 1.743 -3.908 0.0 0.1 0.0 0.085
C 4.862 1.402 4.524 0.0 -0.1 0.0 -0.758
H 2.659 4.071 -5.467 0.0 0.0 -0.1 0.443
H -1.949 4.780 -1.049 0.0 0.0 0.0 0.338
C -2.675 0.404 -1.842 -0.3 -0.1 -0.3 -0.993
C -2.638 2.962 -4.377 0.0 0.0 0.0 -0.938
C 0.072 3.714 0.325 -0.1 0.0 0.0 -1.649
C -2.710 1.304 1.509 0.2 -0.2 0.0 -0.881
C 1.619 3.617 -2.272 0.1 -0.2 -0.1 0.858
C 2.631 4.181 -4.393 0.0 0.0 0.0 -1.071
H -2.735 -2.674 -3.405 0.0 -0.3 -0.1 0.583
H -2.948 1.401 -1.548 0.1 0.2 0.1 0.203
H 5.102 -0.580 3.756 0.1 -0.1 0.0 0.492
H -3.036 0.470 4.032 0.0 0.0 0.1 0.228
P -1.991 -1.341 1.630 -0.8 -0.2 1.0 1.493
H -2.088 4.662 5.014 -0.1 0.1 0.0 0.489
H -4.711 -2.754 2.660 -0.1 0.0 0.0 0.288
C -4.558 -0.292 1.032 0.2 -0.1 0.1 -1.904
C -1.424 2.965 6.140 0.0 0.0 0.0 -0.904
C -1.294 3.226 -2.383 -0.1 -0.3 0.1 0.499
C -0.241 2.114 3.760 -0.2 -0.2 -0.2 0.236
H 1.151 -6.106 -1.902 0.0 -0.1 -0.1 0.474
H -3.388 -3.137 3.771 0.0 -0.1 0.1 0.207
H 4.264 5.570 -4.326 0.0 0.1 -0.1 0.404
C 1.108 3.246 1.350 0.2 0.1 -0.2 -1.704
C 1.284 -2.998 -0.445 0.2 -0.8 -0.2 -0.409
H 2.149 3.352 4.038 0.1 0.0 0.0 0.195
H -1.069 3.917 2.921 0.0 0.0 0.0 0.124
H 3.228 -6.308 -0.564 0.1 -0.2 0.0 0.437
H -0.821 -4.140 -2.570 0.0 0.0 0.0 0.293
H 4.325 3.379 5.149 0.0 0.1 0.1 0.457
C 3.255 0.293 3.131 -0.2 -0.2 -0.1 0.207
H -3.474 2.064 1.346 -0.1 0.1 0.0 1.046
H 4.023 -4.463 0.816 0.1 0.0 0.1 0.526
C 1.694 3.476 -3.657 -0.3 -0.1 0.1 -0.315
C -2.572 -1.784 -2.835 0.4 0.4 0.6 -0.278
As 0.737 1.465 2.149 0.4 1.1 0.7 2.335
H -1.328 -4.157 2.927 0.1 0.0 0.1 0.300
H 1.204 3.986 2.152 0.0 -0.2 -0.1 0.728
C -1.547 3.727 4.991 0.0 0.1 0.0 -0.804
C 0.654 -2.321 5.291 0.1 0.0 0.0 -1.092
S -3.619 -0.437 -3.005 0.6 -0.2 0.5 -0.186
C 1.507 -5.290 -1.292 0.0 0.0 0.0 -1.222
H 2.805 -2.329 0.943 0.0 0.0 -0.1 0.108
H -4.239 -0.473 0.007 -0.1 0.0 -0.1 0.148
H -2.557 -1.496 4.736 -0.1 0.1 0.0 0.269
H 5.822 1.418 5.018 0.1 0.0 0.1 0.411
C 2.806 2.493 3.943 -0.3 0.2 -0.2 -0.506
C -0.710 1.779 6.102 0.0 0.0 0.0 -0.729
C 4.464 0.288 3.807 0.1 0.0 0.0 -0.978
C -1.521 -1.659 4.500 0.1 0.0 0.0 -0.811
N -1.654 -0.249 -1.371 0.3 0.1 -0.2 1.811
H 2.966 -0.570 2.542 0.1 0.1 0.1 0.068
C 4.025 2.503 4.593 0.0 0.1 0.1 -0.862
C 2.419 1.398 3.175 0.1 -0.3 -0.2 0.381
C -3.422 -3.416 0.328 0.1 0.1 0.1 -1.400
H 1.289 -2.656 6.096 0.1 0.0 0.1 0.397
As 0.231 2.606 -1.304 0.0 1.5 -0.3 1.728
H -1.086 -2.157 6.524 0.0 0.0 0.1 0.455
C -1.570 2.577 -3.587 0.3 -0.2 0.0 -0.104
Se 2.941 0.450 -0.140 -0.5 0.3 0.0 0.206
H 4.145 5.837 -1.880 0.1 0.0 0.1 0.428
H -2.126 1.189 0.589 -0.1 0.1 0.1 -0.429
C -3.225 4.623 -2.754 -0.1 0.1 0.0 -0.824
Ti 0.501 0.073 -0.556 0.6 1.0 -0.4 0.111
H 0.470 0.449 4.896 -0.1 0.0 0.1 0.330
C -0.510 -2.350 -1.486 0.9 -1.1 0.4 -1.197
H -2.674 -3.366 -0.460 0.0 0.0 -0.1 0.231
C 3.523 5.028 -3.758 0.0 0.0 0.0 -0.550
Te 3.299 0.128 -3.806 0.0 0.0 0.3 -0.111
N -0.298 -3.636 -1.873 -0.4 1.1 0.1 0.285
C -3.852 0.185 3.374 0.1 -0.1 -0.1 -2.066
H -4.313 4.282 -4.565 -0.1 0.1 -0.1 0.428
C 1.161 -2.170 4.011 0.1 -0.1 0.1 -0.632
C -2.138 4.255 -1.978 0.3 -0.1 0.3 -0.428
H -4.099 -4.400 2.779 -0.1 -0.1 0.0 0.507
C 3.110 -4.340 0.255 0.0 0.2 0.1 -1.211
C 2.658 -5.395 -0.536 -0.2 -0.1 -0.2 -0.795
C 3.459 5.173 -2.384 0.1 0.0 0.0 -1.001
H -1.914 -5.079 1.543 -0.1 -0.1 0.0 0.584
H -0.946 3.604 0.726 0.2 0.0 -0.2 0.513
C -1.033 -1.519 3.203 0.1 0.2 -0.4 1.371
H 0.718 -1.663 1.972 0.0 0.0 0.3 -0.498
C -0.964 3.302 3.809 0.2 0.0 -0.4 0.011
N 0.417 -1.934 -0.612 -0.9 -1.6 -0.7 1.275
H 2.196 -2.407 3.814 0.1 0.0 0.0 0.539
H -3.828 -4.427 0.342 0.0 -0.1 0.0 0.619
H -2.046 1.652 2.299 -0.1 0.0 -0.2 -0.696
H 2.095 3.146 0.873 -0.2 0.0 0.2 0.674
H 1.002 2.815 -4.167 0.1 0.0 0.0 0.539
H -2.823 2.451 -5.311 0.0 0.0 -0.1 0.497
H -4.232 -2.740 0.080 -0.1 0.1 -0.1 0.225
H -5.132 -1.148 1.373 -0.1 -0.1 0.0 0.310
H -4.350 -0.694 3.768 -0.1 -0.2 0.1 0.325
Se 4.050 -0.912 -1.651 0.3 -0.3 -0.4 -0.290
H -4.578 0.998 3.383 -0.1 0.1 0.0 0.538
C -3.361 -0.017 1.944 0.3 -0.2 -0.2 2.659
C -2.787 -3.107 1.687 0.1 0.3 -0.2 1.876
C -0.121 1.359 4.923 0.2 -0.2 -0.4 -0.949
C -0.680 -2.045 5.530 -0.1 0.0 0.1 -1.265
H -0.740 -3.788 1.308 0.1 0.0 -0.1 0.200
H 2.497 4.627 -0.573 0.0 0.0 0.0 0.184
C -3.472 3.986 -3.959 -0.1 0.0 0.0 -0.638
H -1.875 3.295 7.063 0.0 0.0 0.1 0.405
C 0.328 -1.752 2.987 -0.1 -0.1 -0.1 0.286
C -3.811 -3.349 2.794 0.1 0.1 -0.1 -1.678
C 0.837 -4.079 -1.240 0.7 0.4 0.6 0.676
C -1.618 -4.087 1.881 0.0 0.2 0.0 -1.821
H -3.881 5.409 -2.410 0.0 0.1 0.0 0.458
C -1.580 -1.508 -1.921 -1.5 0.0 -1.1 -0.593



66
Properties=species:S:1:pos:R:3:forces:R:3:mulliken_charge:R:1 method="wB97M-V/def2-TZVPD" mol_weight_g_mol=823.7 total_charge=+1 spin_multiplicity=2 de_lowest_ev=0.000 orbital_gap_ev="7.4 / 5.1"
C -10.072 1.104 16.915 -0.7 -0.1 0.5 0.577
C -13.964 0.597 13.393 1.4 1.5 -0.5 -1.235
H -2.432 -0.691 13.483 0.2 -0.1 0.6 0.374
O -15.439 -0.583 17.977 1.4 0.7 -0.8 -0.634
Cl -18.315 -3.366 22.326 0.4 0.9 -0.9 -0.217
C -16.032 -1.036 19.017 -0.4 -1.8 1.3 0.532
H -2.812 -1.661 12.100 -0.5 -0.2 -0.2 0.385
H -8.560 -1.990 14.553 0.1 0.0 -0.5 0.361
C -7.151 0.263 13.731 0.6 0.1 -0.6 0.140
C -13.923 -1.751 20.251 -0.6 -0.6 0.0 0.088
H -10.066 2.720 15.536 0.3 0.7 -1.3 0.355
C -5.573 -0.558 12.076 1.0 -0.1 0.8 -0.646
O -11.935 1.683 14.146 -0.4 -0.3 0.3 -0.608
H -9.147 -0.629 20.574 0.6 0.3 -0.2 0.469
C -10.054 -1.036 20.138 0.5 1.7 -0.8 -1.916
C -6.869 -0.221 12.422 -0.3 0.0 0.4 0.762
C -6.160 1.338 15.855 -1.4 -0.7 -0.5 -1.563
C -18.170 -1.677 20.086 1.1 0.1 0.1 -0.463
H -18.030 -0.546 18.299 0.4 -0.1 0.1 0.418
H -10.878 1.398 18.824 -0.1 0.1 0.7 0.461
C -17.452 -1.056 19.073 -1.1 0.2 0.5 -0.490
N -13.112 0.403 15.647 0.1 0.3 0.5 -0.008
H -9.973 -2.072 20.454 -0.8 -0.2 -0.6 0.394
C -12.914 0.987 14.429 0.1 -0.7 -0.5 0.694
H -5.290 1.253 16.443 1.1 -0.2 0.7 0.437
H -19.251 -1.623 20.147 0.1 -0.1 -0.2 0.425
C -16.124 -2.404 21.104 1.9 1.1 -0.8 -0.924
C -15.339 -1.685 20.109 -1.1 -0.2 0.2 0.488
C -10.064 -0.618 18.642 0.7 -1.9 0.8 0.750
H -13.928 -0.453 13.151 -0.1 -0.3 0.1 0.273
C -6.031 0.509 14.578 -1.4 1.1 0.6 0.692
H -8.751 -3.134 15.848 -0.3 -0.3 0.2 0.582
C -4.458 -0.404 12.940 -1.6 0.0 -0.3 0.349
C -7.908 -0.432 11.351 -1.3 1.2 0.1 -1.837
C -12.779 -2.995 15.399 0.4 0.7 0.5 0.394
C -10.260 2.566 16.555 -1.3 -1.0 1.6 -2.252
H -8.833 0.205 11.524 1.0 -0.9 -0.3 0.179
H -14.907 0.906 13.767 -1.1 -0.1 0.3 0.366
C -3.036 -0.727 12.596 -0.2 0.3 0.2 -1.603
H -10.772 -0.414 20.638 -0.9 -0.4 0.5 0.394
N -11.709 -2.554 15.602 -0.8 -0.5 -0.3 -0.561
C -9.188 -1.108 16.429 0.3 -2.1 1.1 0.628
H -13.515 -2.107 21.170 -0.2 -0.4 1.3 0.506
C -4.760 0.204 14.166 0.5 -0.9 -0.3 -0.539
C -8.446 -2.129 15.613 1.4 0.6 0.4 -2.362
H -3.963 0.349 14.874 0.3 0.3 0.1 0.309
C -9.488 -1.525 17.732 -0.6 2.5 -0.3 -0.903
H -13.751 1.202 12.500 -0.1 -0.4 0.1 0.342
H -15.656 -2.996 21.860 0.6 -0.1 0.3 0.442
Se -14.596 -3.100 15.533 0.2 -0.2 -0.2 -0.203
Ce -13.375 -0.887 17.051 -0.1 -0.1 0.1 0.832
H -2.660 0.081 11.996 0.3 0.4 -0.6 0.345
H -6.292 2.387 15.629 0.0 0.4 -0.3 0.378
H -5.501 -1.020 11.117 0.6 -0.2 -0.6 0.517
O -13.028 -1.534 19.430 0.2 1.0 -1.7 -0.653
H -7.568 -0.182 10.348 0.4 0.4 0.1 0.484
C -9.491 0.172 16.053 0.2 1.1 -0.4 1.872
H -9.645 3.159 17.200 0.8 0.4 0.2 0.518
H -7.346 -2.036 15.899 -1.2 -0.2 -0.6 0.357
H -9.216 -2.486 18.063 0.3 -1.1 0.3 0.555
H -11.286 2.918 16.764 0.3 -0.4 -0.3 0.345
H -8.220 -1.453 11.227 -0.3 -0.7 0.4 0.354
C -17.452 -2.378 21.094 -2.2 -0.6 0.2 0.114
H -7.025 1.073 16.482 0.2 -0.2 -0.2 0.226
Te -9.174 0.791 14.099 0.8 -0.1 -0.5 1.247
C -10.433 0.652 18.196 0.4 0.2 -0.6 -1.094